(1)
{"formula": "C54H51CdCl2NO3P2SSi", "method": "ωB97M-V/def2-TZVPD", "elements": ["Cd", "Cl", "Cl", "S", "P", "P", "Si", "O", "O", "O", "N", "C", "C", "C", "C", "C", "C", "C", "C", "C", "C", "C", "C", "C", "C", "C", "C", "C", "C", "C", "C", "C", "C", "C", "C", "C", "C", "C", "C", "C", "C", "C", "C", "C", "C", "C", "C", "C", "C", "C", "C", "C", "C", "C", "C", "C", "C", "C", "C", "C", "C", "C", "C", "C", "C", "H", "H", "H", "H", "H", "H", "H", "H", "H", "H", "H", "H", "H", "H", "H", "H", "H", "H", "H", "H", "H", "H", "H", "H", "H", "H", "H", "H", "H", "H", "H", "H", "H", "H", "H", "H", "H", "H", "H", "H", "H", "H", "H", "H", "H", "H", "H", "H", "H", "H", "H"], "xyz": [[2.07550, 0.06813, -0.90015], [-5.60747, 5.19947, 3.69797], [-4.11931, 2.81510, 4.12002], [4.01298, 1.37510, -1.42137], [-0.36223, 1.71070, 2.93957], [0.80140, -3.89379, -0.30050], [-1.45909, 0.85866, -1.73845], [2.47680, -1.51615, -2.26658], [4.14015, -2.52942, -3.57150], [0.03120, 0.70841, -1.06929], [1.75081, -0.92494, 1.02689], [3.60538, -0.05808, -3.82299], [-4.33942, 4.14305, 3.12618], [-2.86162, 5.46395, -2.16186], [-1.17760, 4.91609, 0.63846], [2.34220, -2.23694, 2.82619], [1.71645, -5.27043, -1.19581], [1.84533, -0.95068, 3.29532], [-0.01858, -5.55089, 4.04313], [-0.44565, -4.07675, 2.10204], [-2.71927, 0.51772, -4.35816], [-3.55133, 4.58443, -1.29000], [1.90657, -7.65383, -1.88182], [0.35669, 1.91927, 4.61708], [2.22737, -2.15856, 1.46709], [2.95985, -5.09270, -1.70226], [-2.05492, 2.74802, -1.60776], [1.42809, 2.94181, 4.81202], [0.45952, -4.73306, 1.27783], [-2.59168, -1.34405, -0.35359], [-1.31636, 0.17295, -3.56046], [3.57886, 0.96732, -6.20822], [3.58286, -6.14716, -2.33965], [-1.31956, 5.70132, 2.93160], [1.55553, 2.30896, 7.09503], [3.29211, -1.64352, -3.24351], [3.68709, -0.04964, -5.21019], [-0.08209, 1.26362, 5.71082], [-0.96551, -1.34425, -3.52248], [1.49549, -0.24256, 2.16320], [3.13378, -7.40164, -2.44673], [4.18247, 2.25184, -3.88916], [-0.67244, 3.43717, 2.49691], [-2.78161, -0.02001, -0.81723], [1.08872, 1.23626, 1.95196], [-4.92695, -1.62179, 0.14604], [3.83248, 2.26631, -5.71351], [-0.74153, 3.75032, 1.14003], [-1.00759, 4.45403, 3.37827], [2.46542, -3.19853, 0.37712], [-1.78278, 5.04281, -2.73902], [-0.09974, 0.78014, -4.17511], [-5.21690, -0.34499, -0.35371], [1.09901, -5.85169, 1.84335], [3.68636, 0.97501, -3.17666], [0.80872, -6.21960, 3.16322], [-0.60349, -4.40107, 3.46372], [-1.45515, 6.02918, 1.62035], [-4.07478, 0.45233, -0.94912], [0.44314, 1.51519, 6.96967], [2.00230, 3.10531, 6.07089], [1.18931, -6.63710, -1.33112], [-1.25848, 3.61461, -2.60758], [-3.12095, 3.42796, -0.97783], [-3.63153, -2.13821, 0.02998], [3.16617, 1.47363, -7.46272], [-0.91345, -3.22838, 1.80199], [-3.03845, 6.71213, -2.20865], [0.15258, 0.40015, -5.04346], [2.86124, 3.82390, 5.93437], [4.39647, 3.07894, -5.96340], [-0.22476, -5.81203, 5.06472], [-1.78315, -1.71351, -2.91598], [-0.77654, -1.58670, -4.54970], [0.24343, -6.76363, -0.77791], [-5.54924, -2.18411, 0.60703], [3.07202, -2.83796, -0.49056], [3.67825, -8.26502, -2.92002], [-4.46523, 5.11825, -0.78132], [4.41365, 2.98514, -3.34581], [-3.44891, -3.08646, 0.39566], [-2.87697, 1.36246, -4.18823], [-3.48749, 4.68970, 2.83005], [-4.75311, 1.44083, -1.51465], [1.76717, 3.67906, 3.66045], [0.69344, 1.39097, 1.04969], [-4.60998, 3.46900, 1.72789], [-2.40179, 0.02527, -5.31144], [2.74919, -2.94225, 3.47699], [-1.28559, 5.14063, -0.31222], [-1.37359, -1.53274, -0.25174], [-0.14178, 1.88975, -4.47454], [-0.25538, 3.40532, -3.07538], [1.48730, -6.95025, 3.47831], [-3.44912, 2.69672, -0.47276], [-1.28194, 6.62204, 3.66272], [-0.96305, 0.74650, 5.50015], [0.64986, 0.57482, -3.47042], [-0.90781, 4.25142, 4.51183], [-6.16303, 0.16054, -0.25372], [-1.78013, 6.84043, 1.17771], [3.90106, -0.96523, -6.07264], [-1.06106, 5.79907, -3.01973], [2.15900, 1.89856, 2.18529], [1.55301, -8.68850, -1.80008], [-0.36507, 2.86968, 0.71445], [2.12838, 2.47780, 8.14821], [1.89430, -6.28547, 1.29927], [3.12858, -3.98353, 0.83643], [-1.44711, -3.76599, 4.18432], [-3.53919, -0.32476, -3.75640], [1.66686, -0.83265, 4.31820], [-0.12410, 0.95932, 7.64365], [-0.21396, -1.65284, -2.87165], [3.47525, -4.12909, -1.79054], [4.54946, -5.92147, -2.75224]], "lowdin_charge": [1.192, 0.488, 0.557, 0.380, 1.055, 1.103, 0.458, -0.216, -0.031, -0.484, -0.037, -0.273, -1.183, -0.184, -0.011, -0.078, -0.352, -0.081, -0.110, -0.130, -0.004, -0.153, -0.144, -0.389, -0.409, -0.117, -0.119, -0.083, -0.404, -0.093, -0.542, -0.204, -0.112, -0.172, -0.135, -0.504, -0.109, -0.139, -0.071, -0.424, -0.134, 0.033, -0.398, -0.274, -0.324, -0.091, -0.047, -0.091, -0.167, -0.286, -0.160, -0.128, -0.063, -0.080, -0.706, -0.115, -0.089, -0.030, -0.096, -0.101, -0.155, -0.101, 0.024, -0.219, -0.094, 0.185, 0.048, 0.163, 0.019, 0.112, -0.007, 0.082, 0.056, 0.082, 0.097, 0.024, 0.048, 0.115, 0.137, -0.078, 0.072, -0.102, -0.059, 0.190, 0.210, -0.062, 0.192, 0.081, 0.068, 0.018, 0.142, 0.102, 0.093, 0.071, -0.007, 0.138, 0.079, 0.037, 0.131, 0.069, 0.039, 0.160, 0.089, 0.163, 0.098, 0.059, 0.140, 0.088, 0.101, 0.161, 0.159, 0.052, 0.079, 0.030, 0.085, 0.104], "e_lumo_ev": 3.550, "e_tot_ha": -4826.58770, "total_charge": -2, "de_lowest_kcal_mol": 603.7}

***

(2)
{"formula": "C54H54F9NO3S", "method": "ωB97M-V/def2-TZVPD", "elements": ["S", "F", "F", "F", "F", "F", "F", "F", "F", "F", "O", "O", "O", "N", "C", "C", "C", "C", "C", "C", "C", "C", "C", "C", "C", "C", "C", "C", "C", "C", "C", "C", "C", "C", "C", "C", "C", "C", "C", "C", "C", "C", "C", "C", "C", "C", "C", "C", "C", "C", "C", "C", "C", "C", "C", "C", "C", "C", "C", "C", "C", "C", "C", "C", "C", "C", "C", "C", "H", "H", "H", "H", "H", "H", "H", "H", "H", "H", "H", "H", "H", "H", "H", "H", "H", "H", "H", "H", "H", "H", "H", "H", "H", "H", "H", "H", "H", "H", "H", "H", "H", "H", "H", "H", "H", "H", "H", "H", "H", "H", "H", "H", "H", "H", "H", "H", "H", "H", "H", "H", "H", "H"], "xyz": [[0.55301, -3.13497, 0.35224], [2.54637, 2.14996, -0.47670], [-0.30092, 4.09824, -0.08783], [0.68045, -0.97669, -1.76016], [1.11376, 1.28853, -2.34833], [1.48557, -0.39977, 0.16156], [0.96816, 2.12220, 1.03388], [-0.76483, 1.76866, -1.38381], [0.86073, 3.98158, -1.91084], [1.79737, 4.55089, -0.05989], [-0.54445, 0.58265, 3.06472], [-0.39652, -1.41849, 2.07887], [-1.20144, 0.29861, 0.94437], [-1.97442, -2.73784, 1.04441], [1.87971, -0.46802, -5.75018], [4.90424, 2.32017, 3.86657], [-8.43774, -3.20730, 2.79307], [9.33967, 4.93440, 2.15419], [4.11954, -0.12111, -4.94875], [3.83116, 2.03420, 3.03405], [-0.78650, -1.96244, 0.83441], [-6.03260, 0.39128, -0.25883], [4.62244, -0.72862, -6.09107], [-3.66252, 0.93721, -0.45102], [3.75373, -1.20495, -7.06341], [-1.94801, -0.82503, -1.16455], [4.61014, -0.71242, 0.44039], [-4.57770, 1.39029, -3.97925], [-3.30511, 1.66300, -4.46267], [-9.85452, -4.83529, 1.73338], [6.15374, -2.16202, -0.70189], [-3.07069, 1.68314, -5.83081], [2.38220, -1.07767, -6.89143], [-3.34521, -0.36900, -0.83363], [0.43876, -0.21341, -0.67172], [2.48594, 1.48916, 4.94873], [-5.72301, -0.91070, -0.64163], [8.42848, 3.91193, 1.92865], [10.81721, 3.37866, 3.23920], [4.97864, -1.42320, -0.69440], [-0.90334, -0.66728, -0.05432], [-5.38540, 1.16934, -6.23272], [-7.51294, -3.34753, 1.76782], [9.90310, 2.35758, 3.01981], [10.53459, 4.66749, 2.80790], [6.59218, -1.48424, 1.56231], [6.96308, -2.18939, 0.42532], [0.47045, 1.28012, -1.16765], [-0.68916, -0.10962, 2.13336], [8.70959, 2.62400, 2.36330], [1.23222, 2.29166, -0.26129], [-4.11168, 1.43771, -6.71577], [4.76718, 2.19657, 5.24184], [-3.04118, -2.16850, 1.88608], [3.55699, 1.78012, 5.78298], [2.74799, 0.01242, -4.77937], [-5.61765, 1.14254, -4.86434], [5.41518, -0.74726, 1.57191], [-4.40318, -1.28105, -0.93825], [-8.93252, -4.97046, 0.70485], [-7.76021, -4.22761, 0.72332], [-7.43738, 0.83186, 0.05612], [-4.98435, 1.31723, -0.18175], [2.62302, 1.61760, 3.57304], [-2.96335, -2.65274, 3.33937], [-3.11055, -1.52391, 4.35711], [-9.60810, -3.95307, 2.77647], [0.87007, 3.77030, -0.60627], [-10.32870, -3.84667, 3.57688], [-6.59726, -2.76805, 1.78206], [-7.49508, 1.08108, 1.11244], [11.24618, 5.46441, 2.98162], [9.11850, 5.93985, 1.81991], [-10.76631, -5.41819, 1.72210], [-6.50733, -1.64949, -0.73128], [-4.13515, -1.16083, 4.41096], [7.49848, 4.11861, 1.41409], [7.88168, -2.76224, 0.41848], [3.94064, 2.13166, 1.96019], [-2.46936, -0.67617, 4.12987], [3.70362, -0.13214, 0.43616], [1.70478, -1.45391, -7.64738], [-3.11857, -1.08286, 1.83470], [-8.24606, -2.51739, 3.60483], [10.12066, 1.35336, 3.36038], [4.34780, -1.40085, -1.57540], [-0.23790, -4.04908, -0.21720], [-3.75368, -3.37138, 3.54151], [-2.07731, 1.89176, -6.20754], [-6.19700, 0.98035, -6.92360], [5.69181, -0.83118, -6.22380], [4.79697, 0.24889, -4.18923], [-5.18124, 2.34420, 0.08742], [7.22031, -1.51046, 2.44410], [5.60293, 2.42344, 5.89152], [-7.03866, -4.33588, -0.07733], [4.14591, -1.67595, -7.95560], [-9.12719, -5.65500, -0.11058], [5.84941, 2.63960, 3.44462], [3.45044, 1.68060, 6.85572], [-2.32821, -3.11259, 0.17862], [-2.83982, -1.88006, 5.34758], [-1.95563, -1.85413, -1.50380], [1.79233, 1.38994, 2.93435], [7.99728, 1.82626, 2.18952], [-3.97446, -2.54348, 1.47512], [0.80956, -0.36704, -5.61650], [1.54292, 1.16118, 5.36677], [-8.16885, 0.07402, -0.19565], [-1.61403, -0.25074, -2.02379], [-7.63423, 1.75256, -0.48549], [5.12511, -0.20336, 2.46024], [-2.49471, 1.86146, -3.77077], [-6.60944, 0.92793, -4.48679], [6.43883, -2.71621, -1.58716], [-3.93043, 1.45629, -7.78267], [-2.01090, -3.14502, 3.50389], [11.74998, 3.17037, 3.74736], [2.35825, 0.48777, -3.89311], [-4.75648, 1.37181, -2.91179], [-2.89884, 1.69171, -0.34992], [-4.17697, -2.29789, -1.23392]], "lowdin_charge": [0.924, 0.164, 0.197, 0.108, 0.138, 0.112, 0.169, 0.147, 0.201, 0.191, 0.202, 0.079, 0.106, 0.006, -0.092, -0.096, -0.093, -0.097, -0.093, -0.105, -0.674, -0.274, -0.097, -0.032, -0.099, -0.032, -0.085, -0.084, -0.090, -0.095, -0.096, -0.095, -0.098, -0.213, -0.372, -0.077, -0.037, -0.099, -0.099, -0.087, -0.264, -0.097, -0.103, -0.095, -0.099, -0.095, -0.098, -0.312, -0.566, -0.103, -0.348, -0.097, -0.092, -0.184, -0.093, -0.089, -0.090, -0.082, -0.043, -0.095, -0.102, -0.041, -0.031, -0.081, -0.217, -0.093, -0.094, -0.570, 0.101, 0.085, 0.083, 0.099, 0.100, 0.101, 0.100, 0.072, 0.100, 0.099, 0.095, 0.055, 0.069, 0.099, 0.117, 0.101, 0.100, 0.097, -0.118, 0.100, 0.100, 0.100, 0.100, 0.100, 0.117, 0.100, 0.100, 0.097, 0.099, 0.101, 0.086, 0.099, 0.097, 0.073, 0.129, 0.063, 0.092, 0.104, 0.098, 0.103, 0.076, 0.122, 0.079, 0.084, 0.091, 0.100, 0.099, 0.100, 0.106, 0.099, 0.076, 0.079, 0.106, 0.112], "smiles": "CCCN[C@]1(S)OC(=O)O[C@@]1(Cc1ccc(C)cc1)C(F)(F)C(F)(F)C(F)(F)C(F)(F)F.c1ccccc1.c1ccccc1.c1ccccc1.c1ccccc1.c1ccccc1.c1ccccc1", "e_lumo_ev": 0.223, "e_tot_ha": -3667.57673, "total_charge": 0}